[1]
ORCA calculation (the ωB97M-V functional and the def2-TZVPD basis) on 3 unconnected molecules or ions with the total composition C18H24N3O11P in a non-equilibrium geometry.

CARTESIAN COORDINATES (ANGSTROEM)
H -0.464 -1.894 4.495
H -2.069 -0.600 -0.854
O -6.103 5.449 -1.180
H -4.948 1.042 2.139
C 3.246 -1.984 -2.416
H -1.539 2.342 -0.217
C 2.607 -3.200 3.945
N 3.968 0.361 -2.206
H 3.226 -4.036 4.244
H -2.373 0.673 -2.064
H 0.139 2.515 -1.806
H 2.593 2.729 -0.703
H 0.943 -3.802 5.159
C 1.850 2.260 -0.029
N 0.212 0.089 2.813
H 6.404 -0.737 -2.482
O -0.894 0.192 3.315
H -0.102 0.793 -2.241
H 4.097 -2.368 2.643
C 0.533 -1.994 4.088
H -5.649 2.555 -1.967
C 4.864 -3.743 -2.675
C 3.098 -2.262 3.045
H -3.701 1.964 -0.476
C -3.520 0.912 -0.184
C -1.089 1.345 -0.415
H 2.215 -1.668 -2.327
H -0.826 0.919 0.554
H 6.921 -3.132 -2.735
H 1.050 2.973 0.236
C 3.543 -3.330 -2.564
C 5.892 -2.809 -2.647
C 5.601 -1.460 -2.503
O -6.756 -0.601 0.772
O -5.658 1.460 1.628
C -2.268 0.479 -0.983
C -6.282 2.660 -1.061
C 2.311 -1.187 2.665
C 4.280 -1.063 -2.383
H 2.698 -0.459 1.965
H -3.197 0.914 0.876
C 0.106 1.486 -1.403
P -6.008 0.566 0.324
H 2.744 -4.060 -2.588
O 0.680 0.877 2.012
O 2.797 0.668 -2.068
H 5.095 -4.796 -2.782
O -6.905 1.432 -0.712
H -5.609 3.031 -0.260
C 1.325 -3.068 4.462
H 2.304 1.868 0.888
O 4.902 1.151 -2.194
O -7.285 3.656 -1.243
N -6.720 4.777 -1.910
C 1.038 -1.062 3.196
O 1.334 1.133 -0.765
O -4.650 0.040 -0.420

Computed properties:
electronic energy: -55328.289 eV
SMILES string: COCCCCO[P@@](=O)(O)OCON=O.O=[N+]([O-])c1ccccc1.O=[N+]([O-])c1ccccc1
maximum force: 3.813 eV/Å
orbital gap: 8.23 eV
2S+1: 1

[2]
ORCA calculation (the ωB97M-V functional and the def2-TZVPD basis) on 15 unconnected molecules or ions with the total composition C5H41NO15 in a non-equilibrium geometry.

CARTESIAN COORDINATES (ANGSTROEM)
O -1.330 0.696 -2.133
H -1.124 -0.701 -4.206
O -0.880 0.111 -4.599
H -2.368 2.748 0.306
O -3.573 0.834 1.208
H 0.258 0.081 3.883
H 0.786 -2.151 3.389
H 3.486 -0.821 -1.218
O 4.975 -1.264 0.459
H -1.277 3.884 -3.318
H 2.025 -3.343 -0.901
O -4.146 -0.148 -1.416
C 1.122 -3.184 -1.238
H 1.829 -0.235 -2.703
H -0.991 1.313 2.436
H 1.079 -3.637 -3.743
H -1.285 -0.111 -1.756
H -0.925 -2.888 -0.580
H 2.450 -1.530 -0.010
H -4.018 0.591 0.513
H 2.347 -0.029 2.162
H -3.476 -0.267 -1.965
H 0.983 -1.970 -4.437
C 2.530 -0.712 -0.689
H 1.374 1.047 3.869
H -0.786 0.742 -2.953
H -0.603 -2.195 3.742
H 2.519 -2.795 -3.790
O -1.038 1.633 1.384
H 0.392 -0.351 -1.446
H 0.119 2.708 -0.798
N 0.905 -2.099 -2.295
H -2.655 1.208 1.041
H -2.879 -0.168 2.632
H -1.069 3.484 0.525
C 0.026 -2.983 -0.114
H 2.543 0.143 -0.073
O 0.824 3.140 -0.290
H 4.875 -0.853 1.242
O 0.091 -2.804 3.500
H 0.071 -3.860 0.663
O 1.083 2.947 2.853
H -2.337 -1.468 3.163
H 4.156 -1.671 0.210
O 0.916 0.434 4.349
H -0.614 0.959 0.798
O -2.157 -0.641 2.890
H -0.180 -0.058 -5.236
H -2.053 3.877 -2.158
O 2.283 -1.022 2.100
H -0.336 -1.702 1.494
H 0.400 2.796 2.119
H 1.623 -1.175 1.317
O 0.194 -1.723 0.611
H 0.657 -4.158 -1.660
H 1.680 3.597 2.432
O -1.908 3.603 0.117
H 0.519 4.085 -0.392
C 1.407 -2.575 -3.658
C 1.388 -0.780 -1.755
O -1.268 4.319 -2.526
H -4.906 0.057 -1.843

Computed properties:
electronic energy: -38047.962 eV
energy relative to the best compared isomer or geometry (same formula, charge and spin): 780.0 kJ/mol
maximum force: 8.876 eV/Å
orbital gap: 9.21 eV
2S+1: 1

[3]
ORCA calculation (the ωB97M-V functional and the def2-TZVPD basis) on 2 unconnected molecules or ions with the total composition C2H4NP in a non-equilibrium geometry.

CARTESIAN COORDINATES (ANGSTROEM)
N -0.384 0.134 -1.781
H 0.101 -1.651 1.368
C 0.011 0.271 -0.332
H -2.219 0.970 -0.884
H 1.522 -0.278 1.912
H 0.794 1.178 -0.146
C -1.204 0.756 -1.037
P 1.379 -1.380 0.900

Computed properties:
electronic energy: -12912.039 eV
energy relative to the best compared isomer or geometry (same formula, charge and spin): 433.2 kJ/mol
maximum force: 4.619 eV/Å
orbital gap: 8.43 eV
2S+1: 1

Number 1: LUMO energy -0.83 eV. Number 2: LUMO energy -0.12 eV. Number 3: LUMO energy -0.34 eV.